Formula: C4H9N2O2
Source: OMol25
Level of theory: the ωB97M-V functional and the def2-TZVPD basis

The value obtained for the HOMO-LUMO gap (alpha / beta) is 7.81 / 5.66 eV. As for the LUMO energy (alpha / beta): 4.1 / 4.1 eV. The value obtained for the total energy is -11363.6142 eV. The calculation puts the energy relative to the best compared isomer or geometry (same formula, charge and spin) at 7.551 eV. Its charge is -1. As for the HOMO energy (alpha / beta): -3.7 / -1.6 eV.

The geometry in XYZ format:
```
17
Properties=species:S:1:pos:R:3:forces:R:3:lowdin_charge:R:1
C 1.496321 1.204321 -0.411280 -3.357 0.854 0.251 -0.225
C -1.762564 -0.776154 1.255717 -1.685 0.773 0.674 -0.133
C 0.891374 -0.156193 -0.616294 -0.262 -0.243 -1.721 -0.168
C -1.726298 0.194521 0.120769 0.565 -1.264 -2.989 -0.294
N -1.560366 1.465744 0.346709 -0.119 1.875 1.854 0.032
N -1.622908 2.395217 -0.606045 -0.234 -0.868 0.112 -0.555
O -1.910044 2.076829 -1.753762 -0.399 -1.161 -2.104 -0.083
O -1.422657 3.590718 -0.353530 0.404 0.639 1.312 -0.095
H 2.551057 1.179219 -0.606772 0.674 0.493 -0.223 0.026
H 1.283474 1.500908 0.672400 0.493 -0.037 -1.351 0.074
H 0.858979 1.936195 -1.096100 1.849 -1.154 1.424 0.093
H -0.709258 -0.997814 1.368204 -0.141 -1.017 0.737 0.037
H -2.187448 -0.235084 2.145353 0.731 -0.494 -0.515 0.070
H -2.508103 -1.618627 1.068193 1.474 0.683 0.038 0.076
H 0.628320 -0.424715 -1.684244 0.327 0.238 1.322 0.039
H 1.327913 -0.968326 -0.050347 -0.094 -0.283 0.203 0.006
H -1.805918 -0.271139 -0.904693 -0.226 0.965 0.975 0.101
```
Forces are in eV/Å.

---

Formula: C3H14NO3
Source: OMol25
Level of theory: the ωB97M-V functional and the def2-TZVPD basis

The value obtained for the HOMO-LUMO gap is 10.74 eV. As for the LUMO energy: -3.4 eV. The value obtained for the total energy is -10962.8655 eV. The calculation puts the energy relative to the best compared isomer or geometry (same formula, charge and spin) at 2.142 eV. Its charge is +1. As for the HOMO energy: -14.1 eV.

The geometry in XYZ format:
```
21
Properties=species:S:1:pos:R:3:forces:R:3:lowdin_charge:R:1
C 0.832636 -0.497679 0.135958 0.370 2.508 1.722 -0.143
O 0.234318 0.562247 1.004161 -0.298 -1.941 1.417 -0.130
C 0.065948 -0.511381 -1.195444 1.254 1.927 0.581 -0.371
C -0.283180 -1.915573 -1.508522 2.775 -0.157 -3.764 -0.034
N -1.171810 0.273350 -1.040093 -2.061 0.887 -2.099 0.171
H 1.950901 -0.314880 0.022590 -1.493 -0.130 0.019 0.151
H 0.683602 -1.328032 0.785065 0.130 -1.455 -0.509 0.110
H -0.170824 0.033613 1.797759 1.328 1.852 -2.157 0.143
H 0.634343 0.142893 -1.930738 -0.341 -1.515 0.485 0.183
H 0.672679 -2.475119 -1.214163 -2.164 -0.185 -0.127 0.136
H -0.294117 -1.955935 -2.643140 -0.122 -0.483 1.108 0.116
H -1.289794 -2.146153 -1.231556 -0.154 -0.921 0.983 0.087
H -1.026200 1.186768 -0.565601 -0.357 -0.779 0.256 0.161
H -1.649558 0.440414 -1.978941 1.235 0.107 1.029 0.211
H -1.915662 -0.285871 -0.630747 0.033 0.333 1.219 0.143
H -2.379748 0.754797 2.057099 0.360 -0.478 0.853 0.010
H -3.476155 1.792015 1.746353 2.146 -1.503 -1.384 0.127
O -2.705573 1.243692 1.317612 -2.591 1.968 0.427 -0.083
H 4.348775 1.621955 1.203426 1.161 0.405 -1.079 0.012
H 3.164502 2.054185 1.990173 -0.215 0.151 0.203 0.034
O 3.774917 1.324692 1.878750 -0.994 -0.591 0.815 -0.035
```
Forces are in eV/Å.

---

Question: The lowest charge belongs to which entry?
Answer: C4H9N2O2

---

Question: Look up the energy relative to the best compared isomer or geometry (same formula, charge and spin) of the second one.
Answer: 2.142 eV